# 1
The following is a DFT calculation (the ωB97M-V functional and the def2-TZVPD basis) of one molecule with the formula C5H7N.

Geometry as XYZ:
```
13
Properties=species:S:1:pos:R:3:forces:R:3:nbo_charge:R:1
N -2.655 1.331 -0.384 0.09 0.15 -0.34 -0.3307
C -1.581 1.016 -0.648 -2.15 0.59 0.60 0.2944
C -0.276 0.495 -0.717 0.17 0.39 -0.84 -0.3485
C 0.581 0.797 0.511 0.48 0.58 0.43 -0.3829
C 0.855 -0.685 0.608 0.20 -1.82 3.47 -0.3870
C -0.191 -1.004 -0.433 -0.14 -0.84 -0.25 -0.3833
H 0.162 0.800 -1.659 0.38 -0.08 -0.14 0.2478
H 1.437 1.442 0.335 0.04 0.06 -0.01 0.2139
H 0.043 1.162 1.387 -0.18 0.16 -0.33 0.2228
H 1.862 -0.960 0.299 0.02 -0.18 0.38 0.2123
H 0.553 -1.117 1.704 1.24 0.77 -2.65 0.2042
H -1.077 -1.451 0.017 -0.14 0.27 -0.26 0.2230
H 0.125 -1.621 -1.269 0.00 -0.03 -0.06 0.2140
```
Positions in Å, forces in eV/Å.

2S+1 ... 1
Highest occupied orbital energy ... -10.958 eV
Orbital gap ... 11.89 eV

# 2
The following is a DFT calculation (the ωB97M-V functional and the def2-TZVPD basis) of one molecule with the formula C5H7N.

Geometry as XYZ:
```
13
Properties=species:S:1:pos:R:3:forces:R:3:nbo_charge:R:1
C 2.002 0.099 -0.431 0.10 -0.02 -0.08 -0.6611
C 0.571 0.492 -0.539 -0.11 -0.09 0.15 -0.0045
N -0.372 -0.338 -0.943 0.21 0.07 -0.07 -0.3841
C -1.643 -0.353 -0.447 -0.15 -0.09 0.08 -0.2864
C -1.798 -0.002 0.905 0.00 0.18 0.33 -0.0677
C -1.788 0.249 2.094 -0.08 -0.14 -0.35 -0.3020
H 2.239 -0.815 -0.988 -0.10 0.18 -0.01 0.2109
H 2.679 0.899 -0.746 -0.09 -0.11 0.03 0.2238
H 2.212 -0.115 0.628 0.10 0.01 -0.18 0.2301
H 0.201 1.371 -0.022 0.10 -0.18 0.09 0.2049
H -0.110 -1.066 -1.607 -0.05 0.13 0.10 0.3938
H -2.430 -0.772 -1.058 0.16 -0.01 0.13 0.2116
H -1.763 0.352 3.156 -0.08 0.08 -0.21 0.2309
```
Positions in Å, forces in eV/Å.

2S+1 ... 1
Highest occupied orbital energy (spin up / spin down) ... -6.516 / -6.557 eV
Orbital gap (spin up / spin down) ... 7.21 / 7.35 eV

# 3
The following is a DFT calculation (the ωB97M-V functional and the def2-TZVPD basis) of one molecule with the formula C5H7N.

Geometry as XYZ:
```
13
Properties=species:S:1:pos:R:3:forces:R:3:nbo_charge:R:1
C -0.668 -1.236 0.710 0.04 -0.12 0.02 -0.6211
C -0.527 0.243 0.531 -0.98 1.12 -1.98 -0.1823
C 0.767 0.937 0.568 0.45 0.19 0.12 -0.3864
C 0.093 0.847 -0.783 0.57 -0.30 -0.03 -0.3572
C 0.610 -0.047 -1.781 0.57 -0.66 -0.59 0.2803
N 1.020 -0.791 -2.570 -0.42 0.67 0.71 -0.3416
H -1.572 -1.626 0.232 0.14 0.11 0.03 0.2245
H -0.716 -1.479 1.775 0.02 -0.01 -0.09 0.2215
H 0.198 -1.750 0.280 -0.13 0.01 0.07 0.2242
H -1.412 0.882 0.531 -0.02 -0.42 1.38 0.2288
H 1.640 0.306 0.698 -0.06 0.07 0.06 0.2302
H 0.850 1.925 1.002 0.02 -0.06 0.01 0.2278
H -0.282 1.791 -1.193 -0.20 -0.58 0.29 0.2513
```
Positions in Å, forces in eV/Å.

2S+1 ... 1
Highest occupied orbital energy ... -10.067 eV
Orbital gap ... 10.99 eV

# 4
The following is a DFT calculation (the ωB97M-V functional and the def2-TZVPD basis) of a 2-piece molecular cluster, C5H7N overall.

Geometry as XYZ:
```
13
Properties=species:S:1:pos:R:3:forces:R:3:nbo_charge:R:1
C -0.572 0.831 -1.873 -0.48 -0.15 -0.52 -0.5889
C -0.673 0.006 -0.568 0.18 1.11 -0.04 -0.4582
C 0.394 0.458 0.023 0.68 0.07 0.56 0.4869
N 1.503 0.939 0.221 0.06 -0.48 -0.29 -0.6993
H -0.598 1.919 -1.673 -0.18 -0.43 -0.12 0.1887
H 0.352 0.640 -2.434 -0.33 -0.19 0.15 0.2201
H -1.430 0.564 -2.468 -0.20 0.09 -0.58 0.2184
H -1.616 -0.266 -0.108 0.34 -0.06 -0.10 0.2484
H 1.568 1.943 0.090 -0.10 0.22 0.68 0.3814
C -0.160 -2.180 2.167 0.41 0.35 0.13 -0.2436
C 0.698 -1.342 2.264 -0.38 -0.44 0.01 -0.2396
H -0.913 -2.932 2.079 0.12 0.12 0.03 0.2356
H 1.447 -0.580 2.281 -0.11 -0.22 0.10 0.2500
```
Positions in Å, forces in eV/Å.

2S+1 ... 1
Highest occupied orbital energy ... -8.572 eV
Orbital gap ... 9.63 eV

# 5
The following is a DFT calculation (the ωB97M-V functional and the def2-TZVPD basis) of one molecule with the formula C5H7N.

Geometry as XYZ:
```
13
Properties=species:S:1:pos:R:3:forces:R:3:nbo_charge:R:1
C 1.587 -0.937 0.487 0.46 -0.24 1.00 -0.6105
C 0.202 -1.191 0.496 0.08 -0.74 -1.22 0.1496
N -0.847 -0.192 0.973 0.84 -1.02 0.51 -0.6178
C -0.353 0.446 -0.162 1.11 1.14 -0.84 0.2461
C 0.972 0.072 -0.415 -0.69 0.08 0.12 -0.1937
C -1.015 1.443 -1.047 -0.73 -0.08 0.63 -0.6571
H 2.114 -0.619 1.388 -0.36 0.29 -0.12 0.2094
H -0.208 -1.874 -0.257 -0.34 -0.10 0.40 0.1736
H -1.711 -0.707 0.813 -0.45 0.78 -0.02 0.3733
H 1.283 0.255 -1.437 0.36 0.06 -0.11 0.2132
H -2.094 1.371 -1.010 -0.28 -0.09 -0.38 0.2249
H -0.781 2.407 -0.606 0.06 0.25 0.19 0.2498
H -0.619 1.474 -2.053 -0.05 -0.33 -0.16 0.2393
```
Positions in Å, forces in eV/Å.

2S+1 ... 1
Highest occupied orbital energy ... -6.944 eV
Orbital gap ... 7.69 eV

# 6
The following is a DFT calculation (the ωB97M-V functional and the def2-TZVPD basis) of one molecule with the formula C5H7N.

Geometry as XYZ:
```
13
Properties=species:S:1:pos:R:3:forces:R:3:nbo_charge:R:1
C 0.885 2.183 0.713 1.13 0.52 1.68 -0.0631
N 0.130 1.327 0.202 -0.91 1.26 -0.21 -0.3926
C 0.543 0.007 0.046 -0.28 -0.08 -0.41 -0.1268
C 0.131 -0.618 -1.281 -0.91 1.24 -1.35 -0.4499
C -0.471 -1.005 0.005 -1.27 -0.22 -2.40 0.0045
C -1.549 -1.624 0.398 0.33 -0.53 0.14 -0.3593
H 0.510 3.279 0.900 0.97 -2.17 -0.51 0.1925
H 1.891 1.771 1.139 -1.28 1.42 -0.57 0.1379
H 1.472 -0.340 0.377 1.70 -0.02 0.86 0.1957
H 0.794 -1.338 -1.759 0.07 0.49 -0.10 0.2234
H -0.450 0.179 -1.938 1.15 -2.18 1.28 0.2369
H -1.780 -1.476 1.408 -0.86 -0.26 1.48 0.1930
H -2.105 -2.343 -0.210 0.16 0.54 0.12 0.2077
```
Positions in Å, forces in eV/Å.

2S+1 ... 1
Highest occupied orbital energy ... -9.747 eV
Orbital gap ... 10.92 eV

# 7
The following is a DFT calculation (the ωB97M-V functional and the def2-TZVPD basis) of one molecule with the formula C5H7N.

Geometry as XYZ:
```
13
Properties=species:S:1:pos:R:3:forces:R:3:nbo_charge:R:1
C -1.642 -0.147 -0.956 -0.20 -0.52 -0.35 -0.6231
C -0.356 0.176 -0.315 -0.15 -0.05 0.07 -0.0872
C 0.876 -0.422 -0.700 -0.02 -0.20 0.34 -0.3152
C 1.709 -0.288 0.372 0.43 0.34 -0.02 -0.0603
N 1.061 0.431 1.338 0.26 0.00 0.20 -0.5077
C -0.209 0.717 0.926 0.08 -0.01 0.01 -0.0906
H -1.649 -1.266 -0.891 -0.81 0.87 -0.23 0.2164
H -2.496 0.325 -0.439 0.32 -0.43 -0.34 0.2136
H -1.619 0.139 -2.008 -0.33 -0.06 -0.04 0.2109
H 1.093 -0.971 -1.611 -0.12 0.16 0.22 0.2206
H 2.720 -0.626 0.496 0.16 0.04 0.13 0.2071
H 1.425 0.692 2.231 0.26 0.01 0.10 0.4073
H -0.915 1.241 1.558 0.12 -0.16 -0.09 0.2083
```
Positions in Å, forces in eV/Å.

2S+1 ... 1
Highest occupied orbital energy ... -8.108 eV
Orbital gap ... 9.19 eV

# 8
The following is a DFT calculation (the ωB97M-V functional and the def2-TZVPD basis) of C5H7N as an isolated structure.

Geometry as XYZ:
```
13
Properties=species:S:1:pos:R:3:forces:R:3:nbo_charge:R:1
C 0.481 0.563 2.448 -0.65 0.30 1.05 -0.2547
C 0.537 0.461 1.241 0.37 0.72 1.63 -0.0434
C 0.670 0.516 -0.215 2.07 -1.22 -0.10 -0.1323
C 0.527 -0.959 -0.800 -0.68 2.57 -4.17 -0.3848
C -0.951 -0.503 -0.849 -1.74 -0.77 0.86 -0.2315
H 0.295 0.728 3.560 0.53 -0.50 -2.35 0.2589
H 1.473 1.176 -0.537 0.68 -0.43 0.40 0.2220
H 0.879 -0.977 -1.921 -0.16 -0.05 2.26 0.2102
H 0.742 -1.839 -0.289 0.65 -1.14 1.04 0.2158
H -1.374 -0.844 0.144 0.15 0.79 -0.67 0.1709
H -1.746 -0.724 -1.579 0.83 -0.47 -0.21 0.1966
H -1.021 1.501 -0.291 -0.86 0.60 -0.05 0.3552
N -0.514 0.902 -0.911 -1.19 -0.39 0.30 -0.5829
```
Positions in Å, forces in eV/Å.

2S+1 ... 1
Highest occupied orbital energy ... -9.503 eV
Orbital gap ... 10.64 eV

# 9
The following is a DFT calculation (the ωB97M-V functional and the def2-TZVPD basis) of one molecule with the formula C5H7N.

Geometry as XYZ:
```
13
Properties=species:S:1:pos:R:3:forces:R:3:nbo_charge:R:1
N 2.747 -0.470 1.403 -0.51 0.23 -0.83 -0.3305
C 2.084 -0.188 0.500 0.78 -0.28 0.76 0.2922
C 1.156 0.186 -0.568 0.05 -0.08 0.02 -0.5065
C -0.182 0.498 0.069 0.16 0.11 0.22 -0.2315
C -1.005 -0.554 0.767 -0.62 0.22 -0.73 -0.4217
C -1.444 0.126 -0.611 -0.19 -0.31 0.46 -0.4116
H 1.067 -0.641 -1.283 0.02 0.05 0.20 0.2463
H 1.564 1.042 -1.119 -0.14 -0.12 0.14 0.2518
H -0.223 1.463 0.565 0.22 -0.11 0.06 0.2229
H -1.403 -0.295 1.763 -0.26 0.31 -0.98 0.2290
H -0.802 -1.633 0.783 0.43 0.59 -0.59 0.2267
H -1.321 -0.408 -1.566 -0.12 -0.27 0.80 0.2124
H -2.237 0.874 -0.704 0.18 -0.34 0.48 0.2207
```
Positions in Å, forces in eV/Å.

2S+1 ... 1
Highest occupied orbital energy ... -10.782 eV
Orbital gap ... 11.72 eV

# 10
The following is a DFT calculation (the ωB97M-V functional and the def2-TZVPD basis) of one molecule with the formula C5H7N.

Geometry as XYZ:
```
13
Properties=species:S:1:pos:R:3:forces:R:3:nbo_charge:R:1
C -0.896 0.806 1.612 0.10 0.16 -0.31 -0.3683
C -0.530 -1.504 -0.931 0.24 0.34 -0.35 -0.1083
C -0.628 0.955 0.321 -0.07 0.06 0.58 -0.2128
C 0.636 0.506 -0.317 -0.05 0.23 0.16 -0.0102
N 1.459 -0.534 0.187 -0.04 0.18 0.27 -0.5441
C 0.721 -0.844 -1.063 -0.07 -0.60 -0.35 -0.2773
H -1.834 1.162 2.012 0.03 -0.01 0.12 0.2066
H -0.198 0.322 2.286 -0.09 0.01 0.02 0.1918
H -0.885 -1.689 -1.961 -0.01 -0.22 -0.01 0.1099
H -1.347 1.460 -0.318 0.13 -0.04 -0.04 0.2123
H 1.183 1.292 -0.842 -0.15 -0.25 -0.02 0.2263
H 0.962 -1.029 0.929 0.04 0.08 -0.04 0.3671
H 1.353 -0.842 -1.946 -0.06 0.06 -0.02 0.2069
```
Positions in Å, forces in eV/Å.

2S+1 ... 1
Highest occupied orbital energy ... -8.537 eV
Orbital gap ... 8.32 eV

Result set for total energy: -6787.103, -6784.468, -6787.266, -6783.937, -6782.719, -6785.004, -6788.169, -6784.849, -6787.115, -6783.116 eV, one per record in the order listed.
Result set for largest force on an atom: 3.92, 0.39, 2.47, 1.12, 1.80, 2.77, 1.21, 4.95, 1.13, 0.70 eV/A, one per record in the order listed.
Result set for ΔE to the lowest compared entry with this formula, charge and spin: 32.5, 93.3, 28.8, 105.5, 133.6, 80.9, 7.9, 84.5, 32.2, 124.4 kcal per mole, one per record in the order listed.